72
Properties=species:S:1:pos:R:3:forces:R:3 method="wB97M-V/def2-TZVPD" s2=0.782 e_above_lowest_ev=0.000 multiplicity=2 homo_energy_ev="-13.955 / -14.465" orbital_gap_ha="0.3080 / 0.2566" e_lumo_ev="-5.57 / -7.48" energy_ev=-42850.44731 total_charge=+2
C -1.128112 -1.778321 -2.027938 0.3 0.7 -0.2
N -0.539928 -0.524329 -2.118042 0.1 -0.1 -0.6
C -0.333155 0.062628 -3.323777 -0.3 -0.5 0.9
C -0.715388 -0.558287 -4.498585 -0.2 -0.2 -0.2
C -1.380145 -1.789968 -4.432517 0.2 0.2 -0.2
C -1.576955 -2.403852 -3.211112 -0.1 -0.2 0.3
Y 0.000036 0.843273 -0.257881 0.5 0.0 1.2
C 0.319059 1.433430 -3.356074 0.0 0.5 0.0
N 0.067542 2.262395 -2.123307 -0.1 0.3 -0.9
C -1.230403 3.010609 -2.238369 0.4 -0.1 0.0
C -2.452893 2.122729 -2.055776 -0.3 0.1 -0.2
C -1.278513 -2.388592 -0.751675 -0.6 -0.8 -0.9
P -0.803392 -1.661243 0.786750 0.2 0.5 0.8
C 0.614846 -2.738032 1.471004 -0.4 -0.1 0.2
C 0.096119 -4.063797 2.050895 0.2 -0.1 0.0
C -2.391611 -1.659195 1.837667 0.4 -0.3 -0.1
C -2.017048 -1.245273 3.274378 -0.1 0.0 0.0
C -3.369678 -0.639590 1.219827 0.1 0.0 0.0
C -3.075148 -3.033610 1.834073 -0.2 0.0 0.2
C 1.558143 -3.059570 0.299056 -0.1 0.1 0.0
C 1.372251 -1.938143 2.550290 0.0 0.1 0.0
C 1.158405 3.271018 -1.938892 -0.2 -0.2 -0.2
C 2.485628 2.586568 -1.671534 0.3 0.2 -0.2
H -0.523819 -0.050295 -5.441741 -0.1 -0.2 0.1
H -1.737099 -2.254475 -5.347284 0.1 0.0 0.2
H -2.076829 -3.370042 -3.116687 0.2 0.3 -0.2
H -1.768136 -3.368012 -0.755793 0.2 0.3 -0.1
H -4.302501 -0.665573 1.802487 0.2 0.0 -0.2
H -2.997272 0.396152 1.252915 0.0 -0.2 0.0
H -3.625800 -0.895612 0.181163 0.1 0.0 0.2
H -3.981824 -2.945183 2.451941 0.2 -0.2 -0.2
H -3.381310 -3.331843 0.824249 0.0 0.1 0.2
H -2.455831 -3.828689 2.263063 -0.2 0.3 -0.1
H -2.946274 -1.137013 3.853698 0.2 0.0 -0.1
H -1.395552 -1.999499 3.779817 -0.3 0.2 -0.2
H -1.486141 -0.281675 3.310021 -0.1 -0.2 -0.1
H 0.973162 -4.647823 2.371557 -0.3 0.1 -0.1
H -0.545183 -3.937831 2.933179 0.2 0.0 -0.3
H -0.433586 -4.657714 1.292421 0.1 0.1 0.2
H 1.042126 -3.641386 -0.474927 0.2 0.1 0.1
H 1.975517 -2.154455 -0.162357 0.0 -0.1 0.1
H 2.395882 -3.659410 0.684377 -0.2 0.2 -0.1
H 0.736334 -1.662095 3.403061 0.2 -0.2 -0.2
H 2.189139 -2.573401 2.925878 -0.2 0.2 0.0
H 1.811692 -1.013287 2.145050 -0.2 -0.4 0.1
H 1.403218 1.320308 -3.517048 -0.4 -0.1 0.3
H -0.033560 2.001483 -4.235121 0.0 -0.3 0.2
H -1.201897 3.819017 -1.494095 -0.1 -0.3 -0.1
H -1.234935 3.495853 -3.225569 -0.2 0.0 0.2
H 0.850116 3.943319 -1.122976 0.1 -0.3 -0.2
H 1.205738 3.874629 -2.858017 0.1 0.1 0.3
H 3.193120 3.307203 -1.243225 -0.1 -0.3 -0.1
H 2.443696 1.733142 -0.968739 0.0 0.4 -0.1
H 2.892943 2.227843 -2.622530 0.2 0.0 0.3
H -3.335475 2.768422 -1.948956 0.2 -0.3 0.0
H -2.602066 1.506190 -2.955567 -0.1 0.0 0.5
H -2.425855 1.473713 -1.146419 -0.1 0.4 -0.5
H 1.621172 0.746063 0.888949 0.2 -0.1 -0.3
C 6.047178 1.559561 0.792572 0.3 0.4 0.1
H 6.567749 2.067906 -0.027395 0.0 -0.1 0.2
H 6.563687 0.606285 0.994830 -0.5 0.3 -0.1
H 6.121326 2.187728 1.688222 0.1 -0.2 -0.2
O 4.658186 1.443930 0.443320 0.0 -1.0 0.1
H 4.421043 0.500399 0.467592 0.1 0.6 0.0
N -0.969121 3.734567 2.896601 0.4 -0.5 -0.3
C -0.155017 2.892090 2.230662 -0.2 0.0 0.0
N 1.151425 2.800741 2.519556 -0.5 0.0 0.0
O -0.675134 2.191849 1.279846 0.2 0.6 0.6
H -0.635734 4.291855 3.673583 -0.3 -0.1 -0.2
H -1.954566 3.695172 2.649623 0.5 0.2 0.3
H 1.695661 2.053568 2.050559 -0.3 0.5 0.2
H 1.540740 3.325478 3.295198 0.0 -0.2 -0.3

=====

111
Properties=species:S:1:pos:R:3:forces:R:3 method="wB97M-V/def2-TZVPD" homo_energy_ev=-9.373 orbital_gap_ha=0.2663 e_lumo_ev=-2.13 energy_ev=-529173.81812 total_charge=0
C -6.925847 4.378180 6.878994 0.5 0.6 -0.5
C -6.165107 4.391493 5.393094 -1.6 -0.5 0.0
C -5.253877 3.051815 5.210333 -1.1 0.5 -1.1
Cl -6.379821 1.612046 5.701390 1.2 1.2 -0.7
N -4.034924 2.936159 6.081074 -0.5 1.1 0.0
P -2.831881 1.762856 5.408957 3.6 -2.0 -1.3
O -1.991948 1.071952 6.801678 -4.4 0.0 -2.3
O -3.564854 0.417588 4.562835 0.6 2.7 1.0
S -1.593052 2.585989 4.118823 -1.4 -0.3 1.3
S -3.239401 4.445820 6.410501 7.7 3.2 -0.8
O -1.841343 4.094961 7.056044 -6.5 0.8 -1.9
O -3.035571 5.375624 5.193494 -2.3 -3.5 4.6
F -4.034089 5.417350 7.628106 0.8 -2.6 -2.6
H -7.082793 5.533135 7.137752 0.2 -2.8 -0.2
H -6.217066 3.840603 7.674647 -1.8 1.3 -1.6
H -7.974160 3.815382 6.782978 2.5 1.3 0.4
H -7.060719 4.295146 4.608943 2.2 0.1 1.5
H -5.643609 5.408286 5.147263 -0.6 -2.2 0.6
H -4.920010 2.894873 4.100312 -0.9 0.2 2.0
H -2.678374 0.439481 7.218701 1.5 1.2 -0.6
H -3.434832 0.569993 3.560560 0.0 0.1 2.2
C 1.097725 0.287512 2.243485 0.2 0.2 0.2
Cl -0.156560 -0.274609 3.355077 0.3 -0.4 0.0
Cl 0.619841 0.028019 0.561463 0.1 -0.1 -0.1
H 1.264129 1.355350 2.405383 -0.2 -0.2 -0.1
H 2.020507 -0.263634 2.440235 -0.4 0.1 -0.1
C -1.727188 2.041374 -1.461375 0.4 0.1 0.1
Cl -2.981472 1.479252 -0.349783 0.0 0.0 0.1
Cl -2.205072 1.781880 -3.143398 0.1 0.0 -0.1
H -1.560784 3.109212 -1.299476 -0.2 -0.3 -0.1
H -0.804406 1.490228 -1.264625 -0.3 0.0 -0.1
C 2.281913 -3.050151 2.310295 -0.4 0.1 -0.1
Cl 2.808910 -4.733301 2.191439 0.0 0.0 0.0
Cl 3.417283 -2.094420 3.270723 -0.1 -0.2 0.2
H 2.219924 -2.624901 1.305557 0.2 -0.1 0.2
H 1.298632 -3.017944 2.785817 0.3 0.0 0.0
C -6.602027 0.338230 -1.733255 0.1 0.5 0.1
Cl -7.394292 -1.151011 -1.204742 0.2 0.0 0.4
Cl -7.784941 1.619068 -2.024936 0.0 0.3 0.2
H -5.906649 0.666251 -0.956705 -0.3 -0.1 -0.1
H -6.055403 0.141310 -2.658687 -0.7 0.4 0.5
C -3.889769 -1.640592 -4.483138 -0.1 0.2 -0.2
Cl -2.745781 -2.978720 -4.323299 0.0 0.0 -0.1
Cl -5.016475 -1.600877 -3.121571 1.0 -0.9 -0.4
H -3.334817 -0.699689 -4.513277 -0.1 -0.3 0.1
H -4.455586 -1.764992 -5.409623 0.1 0.0 0.3
C 4.694979 -3.072140 -0.818912 0.0 -0.2 -0.4
Cl 3.025037 -3.551964 -1.144349 -0.1 0.0 -0.3
Cl 4.755721 -1.661258 0.244402 -0.2 0.2 -0.3
H 5.216608 -3.903080 -0.337643 -0.6 0.3 -0.3
H 5.185250 -2.826660 -1.764096 -0.2 0.0 0.2
C -2.990811 -2.033883 -8.523369 0.2 -0.3 -0.2
Cl -4.660753 -2.513708 -8.848806 0.0 -0.1 0.0
Cl -2.930069 -0.623002 -7.460056 0.0 0.1 -0.1
H -2.469182 -2.864824 -8.042100 -0.2 0.2 0.0
H -2.500540 -1.788403 -9.468553 -0.3 0.0 0.4
C 8.150226 -4.684212 1.467167 0.3 0.0 0.3
Cl 6.954477 -3.496166 0.934650 1.0 -0.1 0.8
Cl 8.110873 -6.127476 0.447190 0.1 0.0 0.0
H 9.145593 -4.236577 1.411978 -0.3 -0.1 -0.1
H 7.931554 -4.971382 2.498533 -0.1 0.0 -0.3
C 0.343259 -0.573818 -10.122598 0.2 0.1 -0.3
Cl 0.045273 -1.501451 -8.647624 0.6 0.0 0.0
Cl -1.165508 -0.245418 -10.983230 0.0 0.1 -0.2
H 0.815085 0.375342 -9.856789 -0.6 -0.6 -0.1
H 1.007506 -1.146110 -10.774715 -0.4 0.2 0.2
C 1.954319 -1.112525 -4.170234 0.3 -0.3 -0.2
Cl 0.284377 -1.592349 -4.495672 0.1 0.0 0.0
Cl 2.015061 0.298357 -3.106922 0.1 0.0 0.1
H 2.475948 -1.943466 -3.688966 -0.2 0.2 0.0
H 2.444591 -0.867046 -5.115418 -0.2 0.1 0.2
C -8.795484 -1.902494 -5.122768 -0.4 -0.1 -0.1
Cl -7.106910 -2.235564 -5.526042 -0.2 -0.2 -0.3
Cl -8.926937 -0.525333 -4.022288 -0.2 -0.1 -0.4
H -9.342975 -1.677418 -6.041339 0.2 0.0 0.2
H -9.227152 -2.784042 -4.642626 0.2 0.2 0.0
C 2.765586 2.045965 -7.493968 0.3 0.2 0.4
Cl 1.511302 1.483843 -6.382376 0.1 0.1 -0.1
Cl 2.287703 1.786473 -9.175990 0.6 0.5 0.1
H 2.931991 3.113803 -7.332070 -0.2 -0.3 -0.1
H 3.688368 1.494819 -7.297218 -0.3 0.1 -0.1
C 2.241261 -3.951944 -10.543075 -0.4 -0.1 0.2
Cl 3.203874 -5.285842 -11.190330 -0.1 0.0 0.0
Cl 3.083012 -2.409170 -10.733371 0.2 -0.1 0.0
H 1.290046 -3.906735 -11.079104 0.3 0.0 0.0
H 2.057853 -4.128447 -9.480434 0.2 0.1 -0.3
C -0.301403 3.216721 9.987409 -0.1 0.4 -0.4
Cl 0.842586 1.878593 10.147246 -0.1 -0.1 -0.1
Cl -1.428109 3.256437 11.348976 0.0 0.1 0.0
H 0.253548 4.157624 9.957270 -0.1 -0.3 0.1
H -0.867221 3.092321 9.060923 0.1 -0.1 0.3
C 6.219054 0.691905 3.259752 0.4 0.1 0.0
Cl 5.921069 -0.235728 4.734727 0.1 0.0 0.0
Cl 4.710288 1.020305 2.399120 0.1 0.2 -0.1
H 6.690881 1.641065 3.525561 -0.3 -0.2 0.0
H 6.883301 0.119612 2.607635 -0.3 0.0 0.1
C 4.204917 1.392263 11.055381 -0.4 -0.2 0.1
Cl 5.167531 0.058365 10.408127 -0.1 0.0 0.0
Cl 5.046669 2.935038 10.865086 0.0 0.0 0.0
H 3.253704 1.437472 10.519353 0.5 0.0 0.1
H 4.021511 1.215761 12.118023 0.2 0.1 -0.3
C 4.196136 6.392538 11.226910 0.0 -0.3 -0.2
Cl 5.564158 7.490815 11.009768 0.0 -0.1 -0.1
Cl 3.124623 6.957903 12.514207 -0.1 -0.1 0.0
H 3.631891 6.337930 10.292660 0.1 0.1 0.3
H 4.573870 5.401059 11.488226 -0.1 0.4 0.0
C 6.082285 -7.797412 -11.901411 0.1 0.3 0.1
Cl 5.774587 -8.353748 -13.550852 0.0 0.1 0.0
Cl 6.052510 -9.146249 -10.759193 0.0 0.1 0.1
H 7.065132 -7.321181 -11.864038 -0.2 -0.2 0.0
H 5.311705 -7.075677 -11.619804 0.2 -0.3 -0.1

=====

84
Properties=species:S:1:pos:R:3:forces:R:3 method="wB97M-V/def2-TZVPD" homo_energy_ev=-8.970 orbital_gap_ha=0.3264 e_lumo_ev=-0.09 smiles="C[C@]1(CCC(F)(F)F)C(=O)O[C@]([PH2]=N)(P(=O)(O)O)[C@@H]1COO.COCCOCCOC.COCCOCCOC" energy_ev=-77323.63931 total_charge=0
C 1.103101 -1.567093 4.690539 -0.2 0.0 -0.1
C 2.096163 -1.203677 3.564739 0.5 -0.4 0.2
C 1.630305 -1.580469 2.160721 -0.4 0.2 0.1
C 0.564996 -0.736806 1.460677 0.0 -0.1 0.0
C -0.821591 -0.738512 2.041940 -0.2 -0.1 0.1
F -1.243474 -1.983782 2.356678 0.0 0.3 -0.1
F -0.945526 0.006990 3.168143 0.0 -0.1 -0.2
F -1.702010 -0.232930 1.149967 0.1 0.0 0.2
C 3.333198 -2.047435 3.863675 0.7 -1.7 -0.5
O 3.700642 -3.089436 3.365093 -0.8 1.4 0.7
O 4.042925 -1.460765 4.861892 0.0 0.2 -0.4
C 3.810149 -0.030753 4.835854 -0.1 -0.3 0.6
P 5.499932 0.660552 4.371478 0.2 0.8 -0.7
N 5.637463 1.616066 3.138164 -0.3 -0.5 0.4
P 3.344483 0.419447 6.580179 0.1 -0.6 0.3
O 3.617069 -0.682220 7.501629 -0.1 0.4 -0.4
O 1.822188 0.892640 6.582027 -0.2 0.0 0.3
O 4.171718 1.750639 6.848902 0.0 0.2 0.2
C 2.769663 0.168427 3.697044 0.3 0.3 -0.5
C 1.860924 1.393021 3.728801 0.2 0.0 0.3
O 2.412833 2.458027 4.521035 -0.1 0.4 -0.2
O 3.007254 3.462752 3.686062 -0.1 -0.4 0.1
H 0.694386 -0.697126 5.185963 -0.1 0.1 0.1
H 1.569172 -2.187980 5.449360 0.1 0.0 0.2
H 0.271829 -2.134124 4.289703 -0.1 -0.1 -0.1
H 1.265413 -2.601955 2.209929 0.1 -0.2 0.0
H 2.498630 -1.580493 1.507823 0.1 -0.1 -0.1
H 0.864173 0.300117 1.335744 0.0 0.2 0.0
H 0.438696 -1.137313 0.455944 0.0 -0.1 -0.1
H 6.210152 -0.537109 4.255380 0.1 -0.2 0.1
H 6.000118 1.205837 5.553728 0.1 -0.2 0.2
H 4.766412 1.886130 2.705201 0.1 0.3 -0.1
H 1.691616 1.801801 6.288437 -0.1 0.1 -0.1
H 3.648530 2.549279 6.948456 0.1 0.2 0.0
H 3.379725 0.257196 2.792444 0.1 0.1 -0.1
H 0.899504 1.163210 4.172440 -0.2 0.0 0.1
H 1.695585 1.769451 2.726421 0.0 0.1 -0.1
H 2.245626 4.020068 3.466206 0.0 0.1 0.1
C -2.640660 -2.428549 -5.173374 0.1 -0.2 -0.1
O -1.825514 -3.383850 -4.532535 0.0 0.1 0.2
C -0.452721 -3.054875 -4.426394 -0.1 -0.1 -0.2
C 0.102765 -3.395680 -3.063574 0.1 -0.1 0.1
O -0.332578 -2.569054 -1.995618 0.2 0.1 0.1
C -1.686759 -2.615005 -1.587504 -0.1 0.2 0.0
C -2.132899 -3.902116 -0.936784 -0.2 -0.2 0.0
O -2.226239 -4.967794 -1.861998 0.2 0.1 -0.1
C -1.740582 -6.208185 -1.400970 -0.1 0.0 0.0
H -2.547695 -2.480985 -6.263580 0.0 0.0 0.0
H -3.672838 -2.643386 -4.901095 0.0 -0.1 0.0
H -2.403809 -1.416352 -4.848918 0.1 0.2 0.1
H -0.278669 -1.993914 -4.640342 -0.1 0.0 0.0
H 0.105531 -3.645912 -5.165212 0.1 0.1 0.0
H 1.182019 -3.228759 -3.107517 0.0 0.0 0.0
H -0.056353 -4.453558 -2.845939 -0.1 0.0 0.0
H -2.358646 -2.333461 -2.401662 0.0 -0.2 0.0
H -1.765014 -1.837758 -0.823022 0.0 0.0 0.0
H -3.123280 -3.723905 -0.497169 0.0 0.0 0.1
H -1.442470 -4.155282 -0.124566 0.0 0.0 0.0
H -0.830810 -6.086816 -0.804764 0.0 0.0 0.0
H -1.503010 -6.813773 -2.274999 -0.1 0.0 0.0
H -2.489720 -6.737085 -0.802106 0.0 0.0 0.1
C -3.418371 2.253650 -1.020699 0.4 0.1 0.1
O -2.395134 2.833609 -1.804665 -0.3 0.2 -0.3
C -1.600047 1.950702 -2.571035 0.1 -0.1 0.3
C -1.326249 2.489159 -3.955711 0.1 0.0 0.0
O -2.438163 2.493553 -4.828412 0.0 -0.1 -0.2
C -3.462746 3.453324 -4.649345 -0.1 0.0 0.1
C -3.098435 4.863593 -5.047514 -0.1 0.2 0.0
O -2.176540 5.454972 -4.150965 0.1 -0.3 0.0
C -1.150948 6.208420 -4.756170 -0.1 0.1 0.0
H -2.994133 1.826046 -0.105775 -0.1 -0.1 0.0
H -4.100002 3.058360 -0.749112 0.0 0.0 0.0
H -3.978723 1.482457 -1.559417 0.1 0.0 -0.1
H -2.065533 0.961086 -2.643449 -0.1 0.0 0.0
H -0.629264 1.829957 -2.070397 0.0 -0.1 0.0
H -0.619599 1.798044 -4.420004 0.1 0.0 0.0
H -0.838256 3.465012 -3.907124 -0.2 0.1 0.1
H -3.871112 3.428013 -3.636623 0.1 0.1 0.0
H -4.253543 3.134454 -5.332594 0.0 0.0 0.0
H -4.022526 5.456651 -5.050734 0.0 0.0 -0.1
H -2.696150 4.858284 -6.065932 0.0 0.0 0.0
H -0.786956 5.729908 -5.670616 0.0 0.0 0.0
H -0.325816 6.270939 -4.047113 0.0 0.0 0.0
H -1.483779 7.224189 -4.995372 0.0 0.0 -0.1